(1)
A 10-piece molecular cluster, C30H60O24 overall. Source: OMol25; level of theory: the ωB97M-V functional and the def2-TZVPD basis.

CARTESIAN COORDINATES (ANGSTROEM)
1 O 28.403 1.420 19.976
2 O 21.585 -6.637 26.609
3 O 24.570 3.351 22.004
4 O 24.806 -0.334 20.206
5 O 22.886 -6.028 28.480
6 O 23.904 -6.984 26.851
7 O 25.446 0.711 18.230
8 O 23.866 4.447 20.151
9 O 26.228 -5.337 21.798
10 O 22.389 4.130 21.799
11 O 22.848 2.956 27.443
12 O 29.344 -0.328 20.672
13 O 29.085 1.343 22.211
14 O 30.448 2.149 27.701
15 O 25.003 -0.886 23.897
16 O 29.946 -7.899 23.570
17 O 25.741 -1.219 27.474
18 O 29.694 1.049 26.079
19 O 26.146 -7.437 22.535
20 O 23.533 1.327 19.196
21 O 27.105 -1.759 23.568
22 O 26.967 -6.884 20.426
23 O 28.224 2.370 27.146
24 O 25.360 -2.953 24.539
25 C 22.440 1.172 20.077
26 C 26.373 -8.894 22.512
27 C 24.172 -7.554 25.604
28 C 29.367 1.919 26.937
29 C 24.566 0.442 19.230
30 C 27.871 2.689 20.030
31 C 25.942 -1.836 24.001
32 C 25.293 -3.261 28.680
33 C 22.687 -6.519 27.203
34 C 25.339 0.438 23.453
35 C 24.706 3.479 25.928
36 C 24.804 1.547 27.617
37 C 29.958 -6.702 23.713
38 C 24.944 -2.036 27.934
39 C 26.551 -0.091 18.106
40 C 30.368 -6.043 25.081
41 C 28.753 0.199 25.451
42 C 23.682 3.903 21.381
43 C 28.955 0.881 21.051
44 C 26.223 -4.272 20.806
45 C 30.089 -1.074 21.613
46 C 29.569 -5.818 22.659
47 C 26.415 -6.585 21.452
48 C 21.878 3.430 22.946
49 C 23.466 -1.856 27.718
50 C 30.412 3.337 28.470
51 C 26.041 -4.122 24.990
52 C 21.829 -5.808 29.329
53 C 25.191 4.470 19.581
54 C 24.044 2.767 27.083
55 H 25.300 5.171 18.754
56 H 30.162 4.202 27.856
57 H 24.697 0.871 22.687
58 H 21.114 -6.591 29.581
59 H 27.193 -3.898 20.478
60 H 27.075 2.677 19.286
61 H 27.171 -0.291 18.980
62 H 24.483 -3.974 28.831
63 H 25.567 1.107 24.283
64 H 29.211 -0.412 24.673
65 H 30.879 -0.493 22.089
66 H 26.190 -1.079 17.819
67 H 21.972 4.051 23.837
68 H 29.548 -5.464 25.504
69 H 30.505 -1.999 21.212
70 H 26.284 0.359 22.916
71 H 28.592 3.456 19.748
72 H 25.595 -3.517 21.278
73 H 27.405 -9.197 22.337
74 H 23.896 -8.608 25.603
75 H 31.263 -5.421 25.067
76 H 23.001 -1.423 28.604
77 H 30.262 -4.978 22.605
78 H 25.688 -4.524 19.890
79 H 20.812 3.313 22.749
80 H 31.397 3.481 28.914
81 H 29.431 -1.387 22.423
82 H 25.699 -2.969 29.649
83 H 24.487 0.774 26.917
84 H 21.768 1.979 19.785
85 H 26.012 4.602 20.285
86 H 26.061 -3.718 28.056
87 H 28.674 -5.243 22.898
88 H 30.722 -6.791 25.791
89 H 25.881 1.446 27.485
90 H 29.757 3.127 29.316
91 H 22.281 -5.439 30.250
92 H 22.696 1.236 21.135
93 H 26.039 -4.857 24.186
94 H 24.410 1.253 28.590
95 H 21.986 0.192 19.932
96 H 25.339 3.514 19.078
97 H 23.553 -7.080 24.843
98 H 22.973 -2.806 27.514
99 H 28.448 -0.554 26.178
100 H 25.919 -9.276 23.426
101 H 27.914 0.733 25.005
102 H 25.481 -4.577 25.806
103 H 27.181 0.310 17.312
104 H 27.036 -3.880 25.365
105 H 29.578 -6.310 21.687
106 H 25.205 -7.422 25.283
107 H 25.772 3.661 26.063
108 H 25.828 -9.133 21.599
109 H 27.254 2.848 20.915
110 H 23.220 -1.146 26.928
111 H 21.124 -5.052 28.983
112 H 24.319 4.485 25.763
113 H 22.425 2.509 23.149
114 H 24.596 3.023 24.944

Forces on the atoms, in the same order (eV/Å):
0.8 -1.0 0.2
4.2 0.7 1.9
-1.2 0.3 -0.3
-1.2 2.2 -3.8
0.8 -1.1 -2.5
-0.3 1.1 1.1
-2.9 1.5 1.3
-0.5 0.5 0.7
-1.0 1.0 0.7
1.7 -0.3 -1.2
3.6 0.0 -1.1
0.5 -0.4 -0.5
-0.6 -0.9 -3.7
0.3 0.4 -0.8
-0.5 -0.5 0.5
0.1 -0.4 0.2
-0.5 -1.6 0.9
1.6 -1.8 -2.2
0.3 1.7 -0.3
1.9 -0.9 -1.1
-2.5 -0.3 1.4
-0.7 -0.9 -0.2
2.5 -0.5 -0.6
-0.5 1.7 -0.1
-0.4 -0.4 0.2
-0.6 1.5 -2.0
-1.1 -0.3 -1.7
-3.2 1.4 2.6
1.4 -0.7 3.8
-1.9 1.0 -0.5
1.9 -0.7 -1.1
0.9 -0.4 0.2
-2.6 -1.2 -0.2
2.1 -0.2 -0.8
0.1 1.5 -0.1
-0.8 0.2 -0.6
0.8 -0.5 2.6
-0.7 1.8 -1.3
1.4 -2.5 -0.5
0.4 -0.8 -0.3
-0.8 -0.9 -0.1
0.5 0.3 0.3
0.5 0.6 3.4
-1.0 -0.1 -0.1
0.0 -0.5 1.7
0.1 2.1 -1.7
2.1 -1.9 0.6
0.3 0.4 0.3
-0.5 0.5 -0.3
0.1 -0.2 0.9
0.4 0.1 -0.4
-2.0 1.4 1.3
0.2 -1.2 -0.4
-2.4 -0.9 0.5
-0.8 0.5 0.5
-0.3 -0.1 0.3
-0.7 -0.5 0.6
0.7 -1.0 -0.3
0.2 -0.3 0.7
0.4 0.0 -0.5
-0.4 0.7 0.3
0.0 0.3 -0.1
-0.6 -0.2 0.2
0.5 0.7 -0.1
0.0 0.2 -0.3
0.2 -0.2 -0.4
0.1 0.1 -0.1
0.0 0.0 0.0
-0.2 0.4 -0.7
0.2 0.0 0.0
0.0 0.0 0.5
0.5 0.2 0.0
0.1 0.4 0.5
0.2 -0.1 0.1
-0.2 0.5 -0.8
0.1 -0.2 0.4
0.5 0.0 0.0
0.0 -0.7 0.1
0.2 -0.4 0.0
0.1 -0.1 -0.4
-0.2 0.1 0.1
0.3 -0.2 0.0
-0.4 -0.2 -0.1
-0.1 -0.2 0.2
-0.5 0.2 0.3
0.3 -0.3 0.4
-0.6 -0.5 -0.1
-0.7 -0.4 0.0
0.0 0.8 0.4
-0.4 0.7 -0.2
-0.1 -0.1 0.0
0.4 0.2 -0.1
0.4 0.1 -0.1
0.3 0.1 0.0
-0.2 0.1 -0.1
-0.1 -0.2 0.3
-0.1 0.0 -0.1
0.0 0.0 0.0
-0.5 0.3 0.2
0.2 0.1 -0.3
0.1 0.0 0.3
-0.3 0.4 0.1
-0.2 0.1 0.1
0.1 0.0 -0.3
-0.5 0.0 0.1
0.0 0.1 0.6
0.1 -0.5 0.3
-0.1 -1.0 0.3
0.8 0.3 0.6
0.3 -0.1 -0.1
0.3 0.5 -0.4
-0.5 0.0 0.3
-0.2 -0.1 -0.3
-0.2 -0.6 0.2

Results
energy relative to the best compared isomer or geometry (same formula, charge and spin): 349.6 kJ/mol
SMILES: COC(=O)OC.COC(=O)OC.COC(=O)OC.COC(=O)OC.COC(=O)OC.COC(=O)OC.COC(=O)OC.CC(C)=O.CC(C)=O.CC(C)=O
frontier orbital gap: 9.66 eV
HOMO level: -9.19 eV
E_LUMO: 0.47 eV



(2)
One molecule with the formula C5H7NO2S. Source: OMol25; level of theory: the ωB97M-V functional and the def2-TZVPD basis.

CARTESIAN COORDINATES (ANGSTROEM)
1 S -1.461 0.701 1.206
2 O 1.040 2.094 -1.232
3 O -3.112 -0.889 -0.102
4 N 0.216 -0.191 -1.295
5 C 1.339 -0.042 1.280
6 C 0.382 1.043 0.742
7 C -0.843 -1.072 -0.816
8 C -1.937 -0.572 0.040
9 C 0.527 1.098 -0.669
10 H 1.405 -0.038 2.356
11 H 2.300 0.307 0.856
12 H 0.420 2.045 1.013
13 H -0.586 -1.983 -0.135
14 H 0.450 0.005 -2.179
15 H 1.300 -0.996 0.624
16 H -1.438 -1.509 -1.687

Forces on the atoms, in the same order (eV/Å):
0.7 -0.1 -0.3
-1.5 -3.2 0.7
2.0 0.0 0.6
-0.1 2.7 4.9
1.1 0.6 -2.4
-2.4 -2.6 1.9
-0.7 -2.7 -1.3
-2.1 2.2 0.0
0.8 -0.2 -3.3
-0.2 -0.7 0.2
0.2 0.1 0.7
0.8 1.6 1.5
0.7 1.2 -1.4
0.1 -0.5 -4.7
-0.7 1.2 2.0
1.2 0.4 0.9

Results
energy relative to the best compared isomer or geometry (same formula, charge and spin): 112.8 kJ/mol
SMILES: C[C@@H]1SC(=O)CNC1=O
frontier orbital gap: 10.36 eV
HOMO level: -9.87 eV
E_LUMO: 0.49 eV



(3)
One molecule with the formula C9H8ClN3. Source: OMol25; level of theory: the ωB97M-V functional and the def2-TZVPD basis.

CARTESIAN COORDINATES (ANGSTROEM)
1 Cl -3.666 0.370 1.919
2 N 2.923 0.426 -0.371
3 N -2.049 -1.825 0.668
4 N 0.595 -1.433 -0.792
5 C -0.124 -0.397 -0.202
6 C -0.221 2.132 0.292
7 C -0.009 -2.637 -0.617
8 C -1.296 -2.815 0.117
9 C 0.467 0.994 -0.295
10 C -1.413 -0.604 0.484
11 C -1.546 1.960 0.988
12 C -2.093 0.622 1.060
13 C 1.860 1.283 -0.992
14 H 2.657 0.336 0.613
15 H 2.189 2.350 -0.801
16 H -2.048 2.851 1.431
17 H 1.822 1.150 -2.105
18 H 2.907 -0.488 -0.825
19 H 0.496 -3.555 -1.021
20 H 0.240 3.145 0.235
21 H -1.691 -3.864 0.215

Forces on the atoms, in the same order (eV/Å):
1.6 0.3 -0.9
-0.6 0.6 -0.7
3.4 -0.4 -1.9
-2.6 -1.4 1.3
0.0 1.4 0.1
-0.8 -2.8 -0.1
-0.6 1.0 0.7
0.1 0.3 -0.2
-1.4 1.7 0.6
-0.3 2.1 0.6
1.1 -2.6 -1.0
1.0 1.2 -0.3
-0.1 -0.4 0.9
0.4 -0.3 -0.4
-0.8 -1.0 -0.2
0.3 -1.1 -0.4
0.0 -0.1 1.1
-0.1 0.2 0.5
-0.6 1.1 0.4
-0.5 -1.0 0.0
0.4 1.2 -0.1

Results
energy relative to the best compared isomer or geometry (same formula, charge and spin): 0.0 kJ/mol
SMILES: NCc1ccc(Cl)c2nccnc12
frontier orbital gap: 7.84 eV
HOMO level: -8.69 eV
E_LUMO: -0.85 eV



(4)
One molecule with the formula C4H8OS. Source: OMol25; level of theory: the ωB97M-V functional and the def2-TZVPD basis.

CARTESIAN COORDINATES (ANGSTROEM)
1 S 2.721 0.420 0.575
2 O -2.212 0.645 -1.260
3 C -1.282 0.550 -0.125
4 C 0.497 -1.302 0.008
5 C 0.963 -0.120 0.715
6 C 0.063 0.070 -0.425
7 H 0.504 0.495 -1.323
8 H -0.245 -1.839 0.633
9 H 0.545 -0.017 1.772
10 H -1.285 1.569 0.116
11 H 2.639 1.677 0.926
12 H -1.803 -0.031 0.684
13 H 1.159 -1.879 -0.592
14 H -2.264 -0.238 -1.705

Forces on the atoms, in the same order (eV/Å):
-0.4 -1.6 -0.2
0.7 -1.7 -0.2
-2.9 -0.6 -0.7
-1.1 -0.9 0.3
1.5 1.8 2.9
0.1 -0.2 -0.8
0.1 -0.2 0.1
0.5 0.0 -0.8
0.6 0.1 -1.6
0.4 1.5 1.0
-0.5 0.8 0.2
0.7 0.4 -0.5
0.3 -0.4 -0.4
0.1 1.1 0.6

Results
energy relative to the best compared isomer or geometry (same formula, charge and spin): 152.3 kJ/mol
SMILES: OC[C@@H]1C[C@H]1S
frontier orbital gap: 10.02 eV
HOMO level: -9.14 eV
E_LUMO: 0.88 eV



(5)
A 2-piece molecular cluster, C7H6O overall. Source: OMol25; level of theory: the ωB97M-V functional and the def2-TZVPD basis.

CARTESIAN COORDINATES (ANGSTROEM)
1 O -2.047 0.878 -0.756
2 C 0.303 -0.256 0.386
3 C -0.338 -1.709 0.112
4 C 1.452 0.056 -0.264
5 C -0.026 -1.105 1.476
6 C -0.750 -2.158 -0.995
7 C 2.418 0.478 -0.826
8 C -0.963 1.411 -0.122
9 H 0.815 -1.670 1.896
10 H 3.169 0.689 -1.588
11 H -1.662 0.494 -1.520
12 H -1.084 1.906 0.897
13 H -0.411 1.910 -0.918
14 H -0.876 -0.924 2.223

Forces on the atoms, in the same order (eV/Å):
-0.6 0.7 2.3
-4.1 2.3 -1.3
-0.5 1.4 1.1
1.7 0.3 0.2
-0.3 -1.8 1.4
0.1 0.1 -0.1
1.3 0.2 -1.8
1.1 -2.1 0.8
-0.3 0.3 0.3
-0.4 0.0 1.0
0.0 -0.9 -1.5
-0.3 -0.7 -1.7
1.0 0.2 1.0
1.2 -0.1 -1.5

Results
energy relative to the best compared isomer or geometry (same formula, charge and spin): 776.2 kJ/mol
frontier orbital gap: 8.83 eV
HOMO level: -8.99 eV
E_LUMO: -0.16 eV



(6)
One molecule with the formula C5H7NO. Source: OMol25; level of theory: the ωB97M-V functional and the def2-TZVPD basis.

CARTESIAN COORDINATES (ANGSTROEM)
1 O -0.724 -2.135 0.880
2 N 0.474 -1.432 -2.448
3 C 0.422 -0.027 -0.247
4 C 0.401 -0.705 -1.550
5 C -0.969 0.185 0.370
6 C 1.336 1.222 -0.190
7 C -1.388 -1.133 0.994
8 H -0.936 0.964 1.147
9 H 1.761 1.350 0.812
10 H 0.800 2.152 -0.429
11 H -1.758 0.495 -0.327
12 H -2.330 -1.164 1.567
13 H 0.745 -0.926 0.319
14 H 2.166 1.155 -0.898

Forces on the atoms, in the same order (eV/Å):
-0.5 0.2 0.3
-0.2 0.9 0.6
0.1 -0.1 0.0
-0.1 -0.6 -0.8
0.0 -0.2 0.0
0.0 -0.1 0.0
0.0 -0.4 0.0
0.0 -0.2 -0.1
-0.1 -0.1 -0.1
-0.1 -0.4 0.0
0.2 0.0 0.0
-0.1 0.1 0.0
0.8 1.0 0.2
-0.1 -0.2 0.1

Results
energy relative to the best compared isomer or geometry (same formula, charge and spin): 111.3 kJ/mol
SMILES: C[C@H](C#N)CC=O
frontier orbital gap: 11.18 eV
HOMO level: -10.47 eV
E_LUMO: 0.71 eV



(7)
A 3-piece molecular cluster, C4H11NO2 overall. Source: OMol25; level of theory: the ωB97M-V functional and the def2-TZVPD basis.

CARTESIAN COORDINATES (ANGSTROEM)
1 O -6.247 -2.316 -2.322
2 O -4.780 2.909 -2.126
3 N 2.979 0.229 0.238
4 C 2.314 -1.664 1.764
5 C 3.160 -0.359 1.446
6 C 2.129 1.125 0.062
7 C 4.234 0.002 2.111
8 H -5.546 -2.691 -1.788
9 H 2.044 1.443 -1.057
10 H -4.852 3.854 -1.885
11 H 2.960 -2.449 2.232
12 H -5.397 2.472 -2.761
13 H 4.988 0.562 1.550
14 H 1.394 -1.476 2.493
15 H 1.361 1.634 0.651
16 H -7.064 -2.266 -1.772
17 H 1.848 -2.014 0.835
18 H 4.606 -0.041 3.125

Forces on the atoms, in the same order (eV/Å):
-1.1 0.3 0.2
0.4 -0.6 0.1
-0.6 -0.1 -1.2
-1.3 1.4 1.5
-0.6 -3.0 2.2
-0.9 1.1 -4.1
2.3 1.4 0.5
-0.1 -0.1 0.3
0.2 -0.2 1.9
-0.8 -1.0 -1.0
-0.6 0.8 -0.6
0.5 1.7 0.9
-0.6 0.5 -0.1
2.0 -0.2 -1.4
0.4 -0.5 0.9
1.2 -0.2 -0.5
0.4 -0.1 0.2
-0.7 -1.2 0.2

Results
energy relative to the best compared isomer or geometry (same formula, charge and spin): 356.8 kJ/mol
SMILES: C=NC(=C)C.O.O
frontier orbital gap: 9.31 eV
HOMO level: -8.42 eV
E_LUMO: 0.89 eV



(8)
A 2-piece molecular cluster, C4H11NO4S overall. Source: OMol25; level of theory: the ωB97M-V functional and the def2-TZVPD basis.

CARTESIAN COORDINATES (ANGSTROEM)
1 S -2.022 -0.237 0.049
2 O -1.670 -0.493 -1.387
3 O 0.761 -1.353 0.952
4 O -1.727 -1.504 0.896
5 O -3.371 0.282 0.164
6 N 0.795 -1.230 -1.315
7 C 2.835 -0.773 -0.150
8 C -0.826 0.969 0.698
9 C 1.437 -1.061 -0.099
10 C -1.242 2.364 0.401
11 H 3.213 -0.883 0.880
12 H -0.747 -1.367 0.909
13 H 1.376 -1.357 -2.101
14 H -0.967 0.696 1.810
15 H 0.086 0.663 0.180
16 H -1.983 2.672 1.169
17 H -0.181 -1.128 -1.481
18 H -1.735 2.182 -0.528
19 H 3.066 0.213 -0.579
20 H 3.184 -1.442 -0.814
21 H -0.283 2.786 0.345

Forces on the atoms, in the same order (eV/Å):
-1.8 1.4 -3.6
-0.6 0.2 2.3
2.4 1.5 -1.6
-1.6 0.8 -0.3
1.1 -0.8 0.9
2.9 0.3 1.8
0.4 2.7 2.9
-1.4 -2.6 2.1
-5.4 -2.6 -0.1
-1.5 -1.6 0.7
0.3 0.0 -0.7
1.8 -1.4 0.7
0.6 0.3 -0.9
1.3 0.5 -1.5
-0.2 0.4 0.8
0.8 0.4 -0.7
-1.3 -0.1 0.2
-0.3 1.3 -1.1
-0.2 -0.1 0.4
2.0 -2.6 -2.1
0.6 2.0 -0.2

Results
energy relative to the best compared isomer or geometry (same formula, charge and spin): 38.8 kJ/mol
SMILES: CCS(=O)(=O)O.CC(N)=O
frontier orbital gap: 11.08 eV
HOMO level: -10.63 eV
E_LUMO: 0.45 eV